--- P ---
47
Properties=species:S:1:pos:R:3:lowdin_charge:R:1 method="wB97M-V/def2-TZVPD" smiles="CCCCOCCCNC(=O)C[C@@H](C)c1ccccc1" homo_lumo_gap_ev=9.921 homo_energy_ev=-9.1
C -4.44020 -4.69993 -5.61383 -0.117
C -2.92609 -4.53084 -5.58039 -0.276
C -2.48375 -3.65400 -4.41230 -0.201
C -0.96140 -3.49124 -4.37805 -0.230
O -0.50598 -2.53785 -3.44584 -0.155
C -0.56770 -2.94882 -2.09695 -0.236
C 0.03438 -1.84722 -1.23263 -0.151
H 1.03708 -1.62263 -1.60195 0.117
C -0.82749 -0.58300 -1.28857 -0.177
N -0.24092 0.51068 -0.55068 0.059
C -0.66907 0.87135 0.68151 -0.513
O -1.61829 0.34762 1.22593 0.063
C 0.13742 1.98417 1.32760 -0.070
H -0.56304 2.68008 1.79255 0.134
H 0.72910 2.52229 0.58643 0.114
C 1.04726 1.40002 2.42471 -0.321
C 1.66735 2.51175 3.23493 -0.214
C 2.53958 3.42549 2.65505 -0.044
C 3.10132 4.44229 3.40549 -0.084
C 2.79870 4.56358 4.75091 -0.097
C 1.92990 3.66135 5.33889 -0.085
C 1.36983 2.64502 4.58483 -0.034
H 0.69036 1.94500 5.05004 0.112
H 1.68630 3.74909 6.38770 0.101
H 3.23732 5.35784 5.33679 0.099
H 3.77808 5.14339 2.93851 0.101
H 2.78663 3.34690 1.60621 0.108
C 2.12133 0.48798 1.82886 -0.044
H 2.73984 1.02570 1.11332 0.078
H 1.66258 -0.35995 1.32521 0.068
H 2.76720 0.11065 2.61876 0.087
H 0.41312 0.79956 3.08519 0.140
H 0.60022 0.91919 -0.92462 0.139
H -0.96272 -0.28927 -2.33225 0.124
H -1.80224 -0.77761 -0.83566 0.125
H 0.10734 -2.19835 -0.20231 0.118
H -0.00186 -3.88533 -1.96799 0.126
H -1.60648 -3.13003 -1.78877 0.122
H -0.61326 -3.12123 -5.34685 0.127
H -0.48545 -4.46547 -4.18551 0.126
H -2.83008 -4.10057 -3.47806 0.109
H -2.93596 -2.66392 -4.50003 0.123
H -2.45185 -5.51142 -5.49512 0.110
H -2.58964 -4.08134 -6.51721 0.108
H -4.79324 -5.16570 -4.69644 0.071
H -4.92883 -3.73366 -5.71636 0.071
H -4.73655 -5.32552 -6.45233 0.067

--- Q ---
47
Properties=species:S:1:pos:R:3:lowdin_charge:R:1 method="wB97M-V/def2-TZVPD" smiles="CCCCCCCCC(=O)NCCOc1ccccc1" homo_lumo_gap_ev=9.498 homo_energy_ev=-8.7
C -3.92461 -1.67421 1.80213 -0.108
C -2.93238 -2.52693 1.01978 -0.269
C -3.08142 -2.39084 -0.49689 -0.224
C -2.83900 -0.98295 -1.04375 -0.215
C -1.41213 -0.48726 -0.81626 -0.212
C -1.10563 0.81839 -1.55438 -0.201
C -1.92341 2.02724 -1.09247 -0.183
C -1.68759 2.45227 0.36444 -0.103
C -0.29404 3.02466 0.53523 -0.506
O -0.03176 4.19797 0.37633 0.066
N 0.64233 2.11267 0.90490 0.072
H 0.41188 1.13309 0.84813 0.127
C 2.04809 2.43999 0.90349 -0.141
C 2.66357 2.20872 -0.48627 -0.165
O 2.43952 0.89578 -0.95368 -0.064
C 3.15889 -0.14656 -0.44337 -0.267
C 4.23647 -0.03802 0.42761 -0.030
C 4.89141 -1.18126 0.85663 -0.086
C 4.48538 -2.43288 0.43422 -0.103
C 3.41132 -2.54209 -0.43548 -0.085
C 2.75267 -1.41164 -0.87103 -0.012
H 1.91935 -1.47604 -1.55333 0.110
H 3.08580 -3.51390 -0.77557 0.104
H 5.00114 -3.31669 0.77689 0.099
H 5.72928 -1.08353 1.53129 0.104
H 4.58242 0.92382 0.77319 0.104
H 3.72955 2.46116 -0.48529 0.123
H 2.15200 2.85033 -1.20870 0.134
H 2.14094 3.49763 1.15823 0.127
H 2.54903 1.82895 1.65796 0.117
H -2.39928 3.24083 0.61322 0.122
H -1.84364 1.61388 1.04324 0.105
H -1.67907 2.87651 -1.73466 0.118
H -2.98593 1.81483 -1.22364 0.104
H -1.30815 0.66654 -2.61787 0.115
H -0.04019 1.03797 -1.46197 0.088
H -1.23729 -0.36318 0.25380 0.091
H -0.71570 -1.25177 -1.17052 0.110
H -3.03728 -0.99584 -2.11866 0.117
H -3.54997 -0.29320 -0.58891 0.099
H -2.38276 -3.08074 -0.97746 0.107
H -4.09212 -2.70008 -0.77536 0.108
H -3.08853 -3.57637 1.28177 0.103
H -1.91412 -2.26925 1.31696 0.097
H -3.73569 -0.61380 1.65523 0.058
H -4.94281 -1.88862 1.48445 0.075
H -3.84654 -1.88554 2.86639 0.069

Relative energies in eV: P 0.076; Q 0.000

--- P ---
16
Properties=species:S:1:pos:R:3:lowdin_charge:R:1 method="wB97M-V/def2-TZVPD" smiles="[H]/N=C(/N)C[C@H](C)F" homo_lumo_gap_ev=10.013 homo_energy_ev=-9.1
C 2.26090 -0.53137 -0.16679 -0.044
C 0.92282 0.15027 -0.34399 -0.379
C -0.25663 -0.47766 0.38313 -0.082
C -1.66393 0.05318 0.00974 -0.468
H 2.28121 -1.59768 -0.50749 0.100
H 3.16075 0.03897 -0.46821 0.091
H 2.41473 -0.56816 0.89486 0.068
H 0.66490 0.29636 -1.35458 0.125
H -0.15950 -0.27124 1.43440 0.117
H -0.22734 -1.59558 0.30975 0.134
H -2.60118 1.85598 -0.22578 0.082
H -0.97176 2.01539 0.31134 0.108
H -2.49107 -1.61151 -0.03277 0.004
N -1.71881 1.42471 -0.10648 0.114
N -2.74110 -0.66674 -0.22697 0.088
F 1.12602 1.48508 0.08985 -0.059

--- Q ---
16
Properties=species:S:1:pos:R:3:lowdin_charge:R:1 method="wB97M-V/def2-TZVPD" homo_lumo_gap_ev=9.699 homo_energy_ev=-9.4
C -2.64829 -0.04840 0.43544 -0.054
C -1.25960 0.18635 -0.02425 -0.598
C 0.85343 -0.86655 -0.52958 -0.223
C 2.00034 -0.49643 0.35982 -0.153
H -3.09975 0.89441 0.32438 0.054
H -3.03361 -1.05509 0.01976 0.106
H -2.46032 -0.11801 1.53282 0.095
H 0.13655 1.39422 -0.80907 0.020
H -1.22155 -1.78265 -0.63969 0.249
H 0.76292 0.04472 -1.40429 0.158
H 1.04310 -1.89193 -1.11928 0.144
H 2.97338 -0.76631 -0.28274 0.150
H 2.09838 -0.77649 1.39813 0.107
N -0.88324 1.33855 -0.55612 0.116
N -0.54279 -0.95093 0.06794 -0.031
F 2.12310 0.96599 0.32763 -0.141

Relative energies in eV: P 0.000; Q 3.038